Here is C33H30As2ClCu as an isolated structure from the Open Molecules 2025 dataset. Energies are from ωB97M-V/def2-TZVPD.

```
! wB97M-V def2-TZVPD RIJCOSX def2/J DEFGRID3
* xyz 0 1
Cu -0.135 -1.035 -0.150
C -0.600 1.892 1.882
C 0.049 2.414 0.609
As 0.179 1.174 -0.963
C -1.480 1.422 -2.067
C -1.403 0.961 -3.428
C -2.569 0.959 -4.220
C -3.751 1.430 -3.710
C -3.839 1.833 -2.436
C -2.751 1.731 -1.585
C 1.745 1.799 -2.116
C 1.606 2.837 -3.106
C 2.694 3.217 -3.925
C 3.934 2.639 -3.693
C 4.051 1.540 -2.806
C 2.978 1.167 -1.995
As -0.551 -0.163 1.958
C 0.864 -0.410 3.257
C 0.659 -1.305 4.308
C 1.623 -1.423 5.320
C 2.755 -0.583 5.318
C 2.983 0.318 4.268
C 2.086 0.265 3.181
C -2.036 -0.318 3.267
C -3.164 -1.113 2.940
C -4.204 -1.287 3.888
C -4.076 -0.674 5.165
C -3.008 0.183 5.441
C -1.979 0.356 4.465
H -1.649 2.255 1.976
H -0.028 2.151 2.772
H 1.080 2.636 0.833
H -0.441 3.319 0.215
H -0.390 0.780 -3.905
H -2.442 0.640 -5.270
H -4.548 1.714 -4.459
H -4.839 2.032 -1.902
H -2.874 1.928 -0.513
H 0.637 3.260 -3.348
H 2.567 4.103 -4.557
H 4.819 3.022 -4.164
H 4.950 1.059 -2.644
H 3.058 0.375 -1.279
H -0.171 -1.941 4.361
H 1.499 -2.208 6.089
H 3.362 -0.693 6.162
H 3.740 1.117 4.341
H 2.180 0.925 2.315
H -3.317 -1.537 1.897
H -5.048 -1.947 3.672
H -4.825 -0.856 5.938
H -3.024 0.942 6.249
H -1.112 0.998 4.688
Cl 3.369 -3.520 -5.351
C 2.249 -3.300 -4.086
C 2.662 -3.505 -2.753
C 1.741 -3.283 -1.705
C 0.394 -2.963 -2.010
C -0.576 -2.779 -0.979
C 0.011 -2.891 -3.391
C 0.922 -2.979 -4.427
H 3.686 -3.809 -2.614
H 2.124 -3.403 -0.709
H -0.515 -3.468 -0.118
H -1.617 -2.577 -1.338
H -1.025 -2.608 -3.564
H 0.730 -2.816 -5.492
*
```

Its gap between HOMO and LUMO is 6.5256 eV. The total energy comes out at -213543.7852 eV. For the LUMO energy, the calculation gives 0.3 eV.

=====

Here is C33H30Br4F4N8O2PPt as an isolated structure from the Open Molecules 2025 dataset. Energies are from ωB97M-V/def2-TZVPD.

```
! wB97M-V def2-TZVPD RIJCOSX def2/J DEFGRID3
* xyz 1 5
Pt 0.121 0.218 -0.188
Br 1.754 1.123 6.547
C 0.859 1.373 4.920
C -0.456 1.888 4.901
Br -1.289 2.353 6.520
C -1.136 2.047 3.703
Br -2.900 2.683 3.645
C -0.546 1.703 2.455
O -1.101 1.811 1.342
C 0.832 1.181 2.492
O 1.385 0.877 1.389
C 1.480 1.031 3.727
Br 3.202 0.278 3.674
F 4.437 -4.637 1.172
C 4.542 -3.542 0.424
C 5.775 -3.213 -0.103
F 6.808 -3.999 0.174
C 5.964 -2.085 -0.945
C 4.810 -1.289 -1.137
C 3.598 -1.603 -0.574
F 2.561 -0.778 -0.871
C 3.388 -2.765 0.192
C 2.078 -3.193 0.614
C 1.068 -2.289 0.668
N 0.237 -1.461 0.754
C 1.772 -4.542 0.880
N 1.472 -5.636 1.044
F 4.857 -0.193 -1.910
C 7.196 -1.791 -1.573
C 7.345 -0.753 -2.504
N 7.490 0.063 -3.300
C 8.363 -2.536 -1.347
N 9.343 -3.117 -1.197
N -0.612 -0.480 -1.828
P 0.062 -0.003 -3.173
N 1.274 1.138 -2.923
C 1.167 2.002 -1.767
C 0.755 3.423 -2.137
C 1.763 3.979 -3.140
C 1.826 3.060 -4.355
C 2.202 1.642 -3.924
N -1.113 0.622 -4.179
C -2.368 1.072 -3.623
C -3.532 0.442 -4.389
C -3.416 0.784 -5.871
C -2.073 0.309 -6.418
C -0.928 0.897 -5.586
N 0.758 -1.199 -4.108
C -0.157 -2.182 -4.662
C -0.142 -3.508 -3.902
C 1.279 -4.054 -3.860
C 2.166 -3.016 -3.186
C 2.111 -1.688 -3.946
H 2.126 2.014 -1.229
H 0.340 1.626 -1.070
H 0.723 4.037 -1.236
H -0.245 3.408 -2.580
H 2.748 4.042 -2.674
H 1.467 4.985 -3.438
H 2.567 3.420 -5.067
H 0.854 3.047 -4.852
H 3.209 1.649 -3.492
H 2.187 0.966 -4.779
H -2.444 2.164 -3.700
H -2.398 0.773 -2.569
H -4.469 0.817 -3.981
H -3.511 -0.640 -4.251
H -3.509 1.863 -6.010
H -4.225 0.310 -6.427
H -1.946 0.625 -7.454
H -2.031 -0.780 -6.396
H -0.918 1.982 -5.747
H 0.033 0.486 -5.904
H 0.139 -2.364 -5.702
H -1.165 -1.765 -4.635
H -0.813 -4.208 -4.401
H -0.502 -3.341 -2.883
H 1.631 -4.245 -4.876
H 1.313 -4.994 -3.307
H 3.201 -3.357 -3.144
H 1.793 -2.853 -2.173
H 2.525 -1.839 -4.951
H 2.702 -0.928 -3.434
*
```

Its expectation value of S² is 6.077. Its gap between HOMO and LUMO (alpha / beta) is 5.8595 / 3.5621 eV. The total energy comes out at -354286.0646 eV. For the LUMO energy (alpha / beta), the calculation gives -4.5 / -7.2 eV.

=====

Here is C33H30Cl4N3O4SeZr as an isolated structure from the Open Molecules 2025 dataset. Energies are from ωB97M-V/def2-TZVPD.

```
! wB97M-V def2-TZVPD RIJCOSX def2/J DEFGRID3
* xyz -1 1
Zr 0.796 0.326 -0.227
C 2.625 -2.762 -1.081
N 2.164 -1.785 -0.099
C 3.247 -1.415 0.822
C 4.354 -0.635 0.086
C 3.846 0.386 -0.937
N 2.804 1.246 -0.349
C 3.079 2.441 0.023
C 2.219 3.367 0.731
C 2.712 4.676 0.899
C 2.000 5.628 1.577
C 0.753 5.264 2.125
C 0.250 3.997 1.999
C 0.969 3.002 1.295
O 0.504 1.795 1.228
C 0.828 -3.334 1.428
C -1.688 -3.094 1.956
C -2.383 -2.595 0.687
N -1.632 -1.655 -0.134
C -1.893 -0.215 -0.111
C -2.211 0.398 -1.473
C -3.323 -0.051 -2.169
C -3.589 0.369 -3.463
C -2.695 1.233 -4.084
C -1.552 1.656 -3.422
C -1.301 1.262 -2.114
O -0.136 1.617 -1.506
H 3.002 -3.659 -0.576
H 3.440 -2.340 -1.672
H 1.833 -3.041 -1.762
H 3.695 -2.275 1.336
H 2.820 -0.789 1.603
H 5.026 -1.313 -0.444
H 4.957 -0.121 0.840
H 3.412 -0.140 -1.786
H 4.669 1.002 -1.307
H 4.080 2.819 -0.210
H 3.678 4.923 0.469
H 2.384 6.631 1.694
H 0.176 6.006 2.665
H -0.706 3.711 2.418
H 1.187 -2.987 2.397
H 1.528 -4.079 1.044
H -1.348 -2.252 2.565
H -2.417 -3.656 2.540
H -3.314 -2.116 0.976
H -2.657 -3.451 0.071
H -1.048 0.356 0.289
H -3.972 -0.777 -1.692
H -4.464 0.003 -3.984
H -2.865 1.552 -5.106
H -0.820 2.285 -3.913
Cl -1.100 -5.964 -1.934
C -0.705 -4.649 -0.795
C -0.795 -5.023 0.555
Cl -2.177 -6.078 0.968
C -0.510 -4.049 1.643
Cl -0.200 -4.980 3.251
C 0.801 -2.107 0.557
O 0.560 -0.939 1.320
C -0.303 -2.108 -0.635
O 0.143 -1.073 -1.472
C -0.419 -3.436 -1.374
Cl -0.191 -3.297 -3.114
Se -3.055 0.429 1.374
C -4.733 0.638 0.518
C -5.723 -0.320 0.715
C -6.960 -0.182 0.095
C -7.208 0.915 -0.720
C -6.224 1.878 -0.906
C -4.989 1.744 -0.287
H -5.517 -1.179 1.340
H -7.723 -0.936 0.243
H -8.168 1.019 -1.211
H -6.412 2.730 -1.548
H -4.209 2.478 -0.446
*
```

Its gap between HOMO and LUMO is 4.6999 eV. The total energy comes out at -164088.9121 eV. For the LUMO energy, the calculation gives 1.6 eV.

=====

Here is C33H30F9N2O7PbS as an isolated structure from the Open Molecules 2025 dataset. Energies are from ωB97M-V/def2-TZVPD.

```
! wB97M-V def2-TZVPD RIJCOSX def2/J DEFGRID3
* xyz 1 1
Pb -0.879 -0.284 0.617
O 0.236 1.820 4.673
C 0.154 0.957 3.685
O 0.330 1.240 2.523
C -0.107 -0.445 4.150
C -0.066 -0.792 5.501
C -0.225 -2.125 5.843
C -0.422 -3.059 4.836
C -0.473 -2.613 3.512
N -0.318 -1.335 3.195
C -0.656 -3.519 2.329
O -0.945 -4.796 2.538
O -0.547 -3.113 1.195
H 0.342 2.729 4.340
H 0.094 -0.031 6.246
H -0.190 -2.435 6.876
H -0.522 -4.106 5.088
H -1.035 -5.059 3.465
O -2.829 -2.041 0.167
C -3.618 -1.964 -1.013
C -2.948 -2.633 -2.213
C -1.529 -2.092 -2.452
C -1.562 -0.635 -2.811
C -1.874 -0.250 -4.110
C -1.930 1.096 -4.424
C -1.645 2.018 -3.429
C -1.322 1.555 -2.166
N -1.303 0.263 -1.859
H -2.412 -2.915 0.199
H -3.782 -0.902 -1.198
H -4.587 -2.441 -0.821
H -3.564 -2.467 -3.097
H -2.890 -3.711 -2.045
H -1.065 -2.653 -3.265
H -0.938 -2.230 -1.545
H -2.061 -1.002 -4.861
H -2.188 1.417 -5.421
H -1.674 3.076 -3.625
H -1.066 2.242 -1.375
F -3.534 3.185 -0.846
C -3.993 2.742 0.332
F -4.593 1.577 0.082
F -4.932 3.596 0.732
C -2.825 2.544 1.348
O -2.104 1.475 1.011
C -1.948 3.835 1.370
F -2.651 4.958 1.504
F -1.227 3.950 0.255
F -1.072 3.802 2.385
C -3.443 2.357 2.767
F -2.490 2.003 3.644
F -4.341 1.373 2.772
F -4.032 3.445 3.262
O 1.293 -0.423 -0.540
S 1.573 -0.708 -1.980
C 2.469 -2.342 -1.942
C 3.645 -2.323 -1.033
C 4.937 -2.312 -1.543
C 6.026 -2.312 -0.691
C 5.832 -2.294 0.681
C 4.547 -2.277 1.196
C 3.454 -2.298 0.346
C 3.011 0.383 -2.364
C 2.518 1.785 -2.246
C 2.684 2.490 -1.061
C 2.182 3.772 -0.935
C 1.509 4.364 -1.990
C 1.330 3.662 -3.170
C 1.825 2.377 -3.297
H 2.741 -2.564 -2.971
H 1.710 -3.041 -1.598
H 5.093 -2.321 -2.612
H 7.026 -2.328 -1.096
H 6.683 -2.305 1.345
H 4.396 -2.254 2.266
H 2.451 -2.289 0.744
H 3.325 0.136 -3.376
H 3.795 0.155 -1.644
H 3.210 2.029 -0.238
H 2.315 4.311 -0.011
H 1.129 5.370 -1.895
H 0.804 4.117 -3.995
H 1.686 1.833 -4.220
*
```

Its gap between HOMO and LUMO is 8.0483 eV. The total energy comes out at -92558.9972 eV. For the LUMO energy, the calculation gives -3.3 eV.

=====

Here is C33H30IrN4OS3 as an isolated structure from the Open Molecules 2025 dataset. Energies are from ωB97M-V/def2-TZVPD.

```
! wB97M-V def2-TZVPD RIJCOSX def2/J DEFGRID3
* xyz 1 1
Ir -0.333 -0.324 -0.047
C -2.889 -4.474 0.173
C -3.362 -3.169 -0.473
C -4.765 -2.814 0.003
C -3.333 -3.280 -1.995
N -2.517 -2.021 -0.058
N -1.148 -2.113 -0.439
H -3.576 -5.286 -0.064
H -2.845 -4.375 1.260
H -1.901 -4.769 -0.190
H -5.464 -3.602 -0.273
H -5.095 -1.879 -0.452
H -4.793 -2.700 1.089
H -4.114 -3.963 -2.327
H -2.386 -3.683 -2.365
H -3.512 -2.306 -2.455
H -2.546 -1.882 0.948
H -1.091 -2.339 -1.428
H -0.628 -2.812 0.097
O -0.254 -0.936 1.784
C 0.544 0.026 2.438
C 1.998 -0.440 2.484
C 3.063 0.165 3.083
C 4.269 -0.573 2.927
C 4.079 -1.730 2.235
S 2.452 -1.931 1.770
C 0.379 1.307 1.606
C -0.826 1.970 1.406
C -0.668 3.234 0.801
C 0.651 3.520 0.569
S 1.696 2.285 1.070
C 0.110 0.269 3.866
C 0.032 1.454 4.530
C -0.326 1.287 5.901
C -0.506 -0.018 6.229
S -0.243 -1.057 4.896
H 2.991 1.101 3.621
H 5.226 -0.261 3.319
H 4.810 -2.484 1.989
H -1.770 1.573 1.759
H -1.483 3.905 0.570
H 1.061 4.421 0.137
H 0.233 2.415 4.074
H -0.456 2.105 6.595
H -0.786 -0.428 7.187
N -1.725 0.739 -1.305
C -2.150 1.695 -1.777
C -2.723 2.900 -2.301
C -4.105 3.081 -2.237
C -4.644 4.284 -2.659
C -3.812 5.287 -3.140
C -2.438 5.091 -3.217
C -1.884 3.895 -2.799
H -4.738 2.289 -1.860
H -5.712 4.441 -2.604
H -4.238 6.229 -3.458
H -1.799 5.877 -3.596
H -0.816 3.727 -2.856
N 8.797 -1.432 -3.697
C 7.712 -1.277 -3.351
C 6.354 -1.089 -2.906
C 5.962 0.138 -2.377
C 4.669 0.306 -1.918
C 3.754 -0.747 -1.979
C 4.151 -1.967 -2.531
C 5.443 -2.138 -2.995
C 2.430 -0.589 -1.446
C 1.316 -0.473 -0.995
H 6.673 0.951 -2.333
H 4.358 1.253 -1.497
H 3.439 -2.779 -2.587
H 5.752 -3.078 -3.431
*
```

Its gap between HOMO and LUMO is 6.6863 eV. The total energy comes out at -78050.5673 eV. For the LUMO energy, the calculation gives -3.5 eV.

=====

Here is C33H31ClMoN3O7S as an isolated structure from the Open Molecules 2025 dataset. Energies are from ωB97M-V/def2-TZVPD.

```
! wB97M-V def2-TZVPD RIJCOSX def2/J DEFGRID3
* xyz 1 3
Mo 1.316 0.165 -0.406
O -2.801 -0.639 0.914
C -3.360 -0.938 -0.285
C -4.720 -1.246 -0.280
C -5.363 -1.590 -1.449
C -4.665 -1.646 -2.655
C -3.324 -1.339 -2.668
C -2.649 -0.974 -1.495
C -1.228 -0.625 -1.577
O -0.598 -0.390 -0.439
N -0.582 -0.562 -2.690
N 0.738 -0.201 -2.445
C 1.436 -0.056 -3.528
C 2.809 0.324 -3.605
C 3.422 0.436 -4.865
C 4.740 0.814 -4.971
C 5.467 1.093 -3.812
C 4.892 0.994 -2.561
C 3.556 0.605 -2.449
O 3.003 0.513 -1.254
H -1.863 -0.433 0.759
H -5.248 -1.198 0.662
H -6.420 -1.820 -1.425
H -5.171 -1.920 -3.569
H -2.763 -1.362 -3.592
H 0.905 -0.241 -4.456
H 2.840 0.222 -5.752
H 5.208 0.901 -5.941
H 6.502 1.398 -3.893
H 5.451 1.221 -1.664
C -0.344 -5.634 4.663
C 0.180 -4.313 4.180
C -0.684 -3.352 3.654
C -0.213 -2.129 3.208
C 1.149 -1.873 3.284
C 2.039 -2.818 3.779
C 1.545 -4.030 4.235
S 1.817 -0.339 2.716
C 1.414 0.772 4.053
O 0.827 0.123 1.632
H -1.414 -5.589 4.857
H 0.160 -5.943 5.578
H -0.173 -6.412 3.916
H -1.745 -3.562 3.600
H -0.891 -1.398 2.787
H 3.101 -2.607 3.816
H 2.228 -4.765 4.643
H 0.340 0.736 4.231
H 1.737 1.761 3.734
H 1.967 0.452 4.935
C 2.291 -4.439 0.203
C 2.086 -3.023 -0.017
N 1.908 -1.903 -0.169
H 2.033 -4.986 -0.703
H 1.650 -4.759 1.025
H 3.334 -4.619 0.457
C -1.466 5.787 -2.072
C -2.064 4.740 -1.181
C -3.368 4.303 -1.351
C -3.903 3.328 -0.523
Cl -5.531 2.780 -0.781
C -3.152 2.778 0.495
C -1.839 3.197 0.672
C -1.299 4.168 -0.159
O -0.011 4.645 -0.078
C 0.876 4.079 0.844
C 1.395 2.719 0.413
O 2.360 2.177 0.967
O 0.712 2.106 -0.484
H -2.193 6.123 -2.809
H -0.591 5.399 -2.596
H -1.132 6.649 -1.494
H -3.974 4.723 -2.143
H -3.569 2.010 1.129
H -1.255 2.724 1.450
H 0.417 3.946 1.829
H 1.713 4.763 0.967
*
```

Its expectation value of S² is 2.017. Its gap between HOMO and LUMO (alpha / beta) is 6.6160 / 6.0892 eV. The total energy comes out at -78736.9281 eV. For the LUMO energy (alpha / beta), the calculation gives -3.4 / -3.9 eV.